{"formula": "C11H14F10N5O2S", "method": "ωB97M-V/def2-TZVPD", "charge": 1, "lumo_energy_ev": -5.83, "spin_multiplicity": 1, "smiles": "NCCCc1nnn(S(=O)(=O)C(F)(F)C(F)(F)F)[n+]1CCCC(F)(F)C(F)(F)F", "elements": ["N", "C", "C", "C", "C", "N", "N", "N", "S", "O", "O", "C", "F", "F", "C", "F", "F", "F", "N", "C", "C", "C", "C", "F", "F", "C", "F", "F", "F", "H", "H", "H", "H", "H", "H", "H", "H", "H", "H", "H", "H", "H", "H"], "xyz": [[0.359, -0.702, 2.951], [-0.100, -2.129, 3.081], [-1.423, -2.435, 2.240], [-1.118, -2.786, 0.677], [-1.769, -1.626, -0.182], [-3.203, -1.427, -0.343], [-3.424, -0.349, -1.097], [-2.190, 0.093, -1.399], [-2.193, 1.532, -2.375], [-0.970, 1.585, -3.259], [-3.377, 1.625, -3.284], [-2.103, 3.002, -1.230], [-0.791, 3.476, -1.050], [-2.831, 4.042, -1.846], [-2.763, 2.787, 0.209], [-4.159, 2.592, 0.150], [-2.602, 4.012, 0.900], [-2.113, 1.821, 1.000], [-1.108, -0.573, -0.950], [0.352, -0.349, -1.152], [0.968, 0.886, -0.335], [2.464, 0.472, 0.144], [3.549, 0.614, -1.008], [3.001, 0.754, -2.308], [4.335, 1.782, -0.769], [4.585, -0.626, -1.094], [5.012, -0.723, -2.445], [3.997, -1.862, -0.791], [5.739, -0.364, -0.345], [1.277, -0.659, 2.500], [-0.338, -0.121, 2.471], [0.796, -2.778, 2.795], [-0.279, -2.331, 4.200], [-2.063, -1.477, 2.267], [-2.043, -3.236, 2.755], [-0.005, -2.804, 0.442], [-1.652, -3.761, 0.383], [0.636, -0.205, -2.253], [0.877, -1.294, -0.776], [1.121, 1.776, -1.048], [0.329, 1.149, 0.565], [2.431, -0.565, 0.624], [2.786, 1.186, 0.987]], "atomic_forces_ev_per_a": [[-0.280, -0.917, -0.611], [0.274, -0.036, 0.599], [0.277, 0.560, 0.325], [-0.965, 1.062, -0.278], [-0.712, 1.437, -1.594], [2.744, 0.773, -0.382], [3.444, -2.579, 1.950], [-0.643, 2.187, -1.446], [1.015, 1.848, -9.430], [-2.378, -0.763, 4.295], [2.230, -0.752, 4.545], [-0.077, 3.372, 1.104], [-2.872, -1.688, -0.546], [1.670, -2.818, 1.185], [-1.306, 2.354, 2.755], [3.819, -0.336, -0.161], [-0.154, -2.932, -1.732], [-1.573, 1.484, -2.141], [-3.249, -3.847, 2.852], [2.039, 0.566, -0.306], [1.024, -0.093, -0.489], [-0.701, 0.642, 0.564], [0.778, 0.647, -0.058], [0.544, -0.248, 2.552], [-1.720, -2.342, -0.616], [1.842, -0.148, -2.041], [-0.894, 0.067, 3.100], [1.235, 2.637, -0.103], [-3.012, -1.100, -1.238], [-0.707, 0.224, 0.203], [0.594, -0.267, 0.295], [-1.454, 0.526, 0.232], [-0.035, 0.194, -1.762], [0.851, -1.451, 0.095], [0.894, 0.854, -0.970], [-1.486, -0.202, 0.390], [0.973, 1.529, 0.277], [-0.958, -0.394, 1.510], [-1.189, 1.152, -0.586], [-0.689, -1.247, 1.228], [0.889, -0.260, -1.151], [0.326, 1.284, -0.999], [-0.406, -0.981, -1.416]], "mulliken_charge": [-0.512, -0.586, -0.572, -0.280, 0.136, -0.480, -0.146, 0.355, 0.940, -0.531, -0.500, 0.604, -0.198, -0.199, 0.459, -0.202, -0.230, -0.144, 0.455, -0.776, 0.123, -1.371, 0.820, -0.292, -0.293, 0.541, -0.243, -0.228, -0.221, 0.290, 0.199, 0.346, 0.270, 0.302, 0.384, 0.295, 0.392, 0.284, 0.318, 0.348, 0.316, 0.445, 0.380]}